C43H36BaN7O3S | wB97M-V/def2-TZVPD

Geometry as XYZ:
```
91
C43H36BaN7O3S (wB97M-V/def2-TZVPD)
Ba 0.163 -0.365 -0.743
C 2.871 -0.080 3.646
O 1.520 -0.170 3.149
C 1.226 1.074 2.720
N 2.122 1.968 2.734
C 3.362 1.284 3.127
C 4.208 2.038 4.114
C 3.635 2.808 5.120
C 4.434 3.459 6.047
C 5.817 3.343 5.979
C 6.395 2.580 4.976
C 5.593 1.933 4.045
C -0.130 1.254 2.147
C -0.396 2.375 1.357
C -1.631 2.455 0.741
C -2.560 1.439 0.948
C -2.194 0.369 1.752
N -0.997 0.266 2.334
C -3.109 -0.782 1.947
N -2.768 -1.926 2.357
C -3.981 -2.750 2.383
C -5.037 -1.860 1.689
O -4.413 -0.561 1.623
C -3.798 -4.087 1.709
C -4.532 -5.187 2.140
C -4.415 -6.409 1.492
C -3.554 -6.539 0.411
C -2.815 -5.445 -0.018
C -2.937 -4.222 0.626
H 3.435 -0.921 3.250
H 2.833 -0.122 4.737
H 3.943 1.144 2.215
H 2.557 2.909 5.158
H 3.980 4.062 6.823
H 6.441 3.854 6.703
H 7.472 2.491 4.911
H 6.041 1.345 3.250
H 0.382 3.111 1.209
H -1.863 3.269 0.068
H -3.521 1.449 0.453
H -4.247 -2.920 3.431
H -5.971 -1.764 2.239
H -5.243 -2.198 0.671
H -5.195 -5.089 2.994
H -4.989 -7.261 1.836
H -3.454 -7.493 -0.092
H -2.129 -5.525 -0.852
H -2.351 -3.384 0.267
N 0.286 -2.663 -4.024
C -0.338 -2.573 -2.809
S 0.392 -3.408 -1.477
N -1.385 -1.773 -2.803
N -2.177 -1.889 -1.677
C -3.118 -1.028 -1.564
C -3.438 0.144 -2.402
C -4.720 0.271 -2.929
C -5.094 1.371 -3.682
C -4.159 2.383 -3.887
C -2.893 2.300 -3.342
C -2.487 1.189 -2.567
O -1.322 1.160 -1.993
H 1.250 -2.945 -4.019
H -0.030 -2.019 -4.733
H -3.782 -1.215 -0.721
H -5.434 -0.528 -2.754
H -6.090 1.441 -4.102
H -4.429 3.255 -4.472
H -2.170 3.095 -3.488
N 3.099 -1.398 0.467
C 4.444 -1.063 0.548
C 5.365 -1.969 1.083
C 6.710 -1.659 1.169
C 7.160 -0.432 0.702
C 6.243 0.474 0.189
C 4.871 0.219 0.127
C 3.923 1.288 -0.346
C 4.346 2.611 -0.156
C 3.589 3.688 -0.595
C 2.387 3.441 -1.233
C 1.946 2.128 -1.365
C 2.654 0.999 -0.916
H 2.692 -0.801 -0.268
H 2.913 -2.385 0.359
H 5.004 -2.934 1.420
H 7.404 -2.381 1.580
H 8.214 -0.184 0.724
H 6.609 1.416 -0.199
H 5.268 2.822 0.374
H 3.940 4.699 -0.424
H 1.779 4.260 -1.604
H 0.973 2.012 -1.851
```

The calculation puts the HOMO energy at -0.180 Ha. The calculation puts the frontier orbital gap at 7.1167 eV. The total energy is -2693.02586 Eh. The relative energy (zero: lowest compared OMol25 entry of this formula, charge and spin) is 13.9 kcal/mol. The total charge is -1.